# 1
{
  "formula": "C4H10NS2",
  "method": "ωB97M-V with the def2-TZVPD basis set",
  "e_homo_ev": -12.727,
  "total_charge": 1,
  "e_lumo_ha": -0.1819,
  "orbital_gap_ev": 7.778,
  "elements": ["C", "C", "C", "C", "N", "S", "S", "H", "H", "H", "H", "H", "H", "H", "H", "H", "H"],
  "xyz": [[-0.25844, -1.91908, 0.69775], [-0.49495, 1.12959, 0.92045], [0.75238, -0.95648, 0.17535], [0.72434, 0.49576, 0.32390], [1.53451, -0.39921, 1.24541], [-0.61692, -2.22434, 2.23038], [-1.18140, 1.10878, -3.31253], [-0.41104, -2.71548, -0.09402], [-0.25291, 1.41228, 2.00225], [-0.79058, 2.09595, 0.48174], [-1.37268, 0.46284, 0.86922], [1.38187, -1.23092, -0.71839], [1.15835, 0.99731, -0.53594], [-1.40186, 0.66919, -4.50633], [2.59313, -0.28504, 1.18664], [1.03788, -0.21833, 2.19699], [-2.40169, 1.57718, -3.16286]],
  "atomic_forces_ev_per_a": [[0.7, -2.5, -1.4], [-0.2, 1.0, 1.9], [0.3, -1.3, -1.0], [-1.4, 0.2, -1.1], [1.9, 3.6, 1.6], [-0.2, 0.6, -0.3], [0.9, 0.3, 1.3], [-0.7, 1.0, 0.9], [-0.7, -0.5, -1.2], [0.4, -0.5, -0.2], [0.5, 0.3, 0.3], [-0.8, -0.4, 1.3], [0.7, 0.2, 0.6], [-0.3, -0.5, -1.3], [-1.9, -0.5, 0.4], [1.3, -1.4, -1.6], [-0.6, 0.2, 0.0]]
}

---

# 2
{
  "formula": "C10H16O",
  "method": "ωB97M-V with the def2-TZVPD basis set",
  "smiles": "CCc1ccc(O)cc1.CC",
  "e_homo_ev": -8.546,
  "total_charge": 0,
  "e_lumo_ha": 0.0340,
  "orbital_gap_ev": 9.472,
  "elements": ["C", "C", "C", "C", "C", "C", "O", "C", "C", "H", "H", "H", "H", "H", "H", "H", "H", "H", "H", "C", "C", "H", "H", "H", "H", "H", "H"],
  "xyz": [[-0.65259, 2.64656, 0.84775], [-0.72240, 1.75132, -0.39903], [-1.35247, 0.39188, -0.10237], [-2.71691, 0.27715, -0.38914], [-3.31665, -0.95843, -0.07818], [-2.56154, -1.97027, 0.44306], [-3.11209, -3.23376, 0.66502], [-1.18237, -1.90659, 0.56924], [-0.56625, -0.69175, 0.26333], [0.29095, 2.51353, 1.38117], [-1.52447, 2.53067, 1.48270], [-0.54704, 3.68279, 0.50408], [-1.28075, 2.27106, -1.17934], [0.28490, 1.62748, -0.80288], [-3.23181, 1.03976, -0.94879], [-4.38938, -1.01917, -0.21719], [-3.97215, -3.14100, 1.07415], [-0.58858, -2.79614, 0.72164], [0.45929, -0.52768, 0.57037], [4.00317, 0.22518, -1.04132], [3.60585, -0.81604, -0.07176], [4.99342, 0.06918, -1.47784], [3.42516, 0.17096, -1.97170], [4.08902, 1.23332, -0.63523], [2.83151, -0.49372, 0.63140], [4.37696, -1.09107, 0.66557], [3.35720, -1.78520, -0.50468]],
  "atomic_forces_ev_per_a": [[0.8, 0.6, -0.8], [0.2, -0.3, 0.4], [0.2, 1.6, -1.6], [0.9, -2.0, 0.6], [-0.5, 2.1, -0.2], [0.1, -2.1, -0.1], [0.3, 0.4, 0.1], [0.3, 0.8, -0.9], [-0.9, -0.1, 1.5], [-0.3, -0.5, 0.4], [0.0, 0.1, 0.2], [-0.4, 0.0, 0.2], [-0.2, -0.2, 0.0], [0.0, -0.1, 0.0], [-0.2, 0.3, 0.3], [0.0, -0.5, -0.1], [-0.3, 0.0, 0.0], [-0.2, -0.1, 0.5], [0.2, -0.1, -0.6], [1.1, 0.5, -1.7], [0.2, -1.1, 2.1], [0.3, -0.4, 0.4], [-0.5, 0.5, 0.5], [-0.6, 0.0, 0.0], [-0.5, 0.0, -0.6], [0.4, 0.3, -0.4], [-0.4, 0.2, -0.2]]
}

---

# 3
{
  "formula": "C4H12N2O2",
  "method": "ωB97M-V with the def2-TZVPD basis set",
  "e_homo_ev": [-6.944, -6.600],
  "total_charge": 0,
  "e_lumo_ha": [-0.0035, -0.0144],
  "orbital_gap_ev": [6.848, 6.209],
  "elements": ["C", "C", "C", "C", "N", "O", "H", "H", "H", "H", "H", "H", "H", "H", "H", "N", "O", "H", "H", "H"],
  "xyz": [[1.30755, -2.16792, -0.46282], [0.39467, 1.38918, 0.93620], [1.28382, -0.86573, 0.25131], [0.32901, 0.16562, 0.03403], [0.19128, 0.57111, -1.35912], [2.30570, -0.71247, 1.10778], [2.31082, 0.19363, 1.45102], [0.37046, -0.20747, -1.98578], [-0.84045, 0.70948, -1.42745], [0.34788, -2.38441, -0.92845], [2.08731, -2.17404, -1.22968], [1.56013, -2.96483, 0.24130], [1.32557, 1.94640, 0.79379], [-0.46561, 2.01557, 0.69085], [0.28338, 1.11363, 1.98846], [-2.80272, 1.15804, -0.01169], [-2.35102, -0.12160, -0.32117], [-0.90035, -0.33241, 0.22936], [-3.31729, 1.55630, -0.79798], [-3.42013, 1.11193, 0.80004]],
  "atomic_forces_ev_per_a": [[0.0, 0.0, 0.0], [-0.1, -0.4, 0.1], [0.0, 0.7, 0.1], [0.6, -0.4, 0.3], [-1.3, -0.2, -0.1], [-0.9, -0.4, -0.1], [-0.1, 0.0, 0.0], [0.1, 0.0, 0.0], [0.7, 0.0, -0.3], [0.0, 0.1, 0.0], [0.0, 0.1, 0.0], [0.0, 0.1, 0.0], [-0.1, 0.2, -0.1], [0.2, 0.0, 0.0], [0.1, 0.0, 0.0], [0.3, 0.8, 0.5], [1.3, -0.8, 0.5], [-0.7, 0.7, -0.7], [0.0, -0.4, 0.1], [-0.1, -0.1, -0.3]]
}

---

# 4
{
  "formula": "C8H12N4S5SbTa",
  "method": "ωB97M-V with the def2-TZVPD basis set",
  "e_homo_ev": [-18.551, -18.547],
  "spin_multiplicity": 2,
  "total_charge": 3,
  "e_lumo_ha": [-0.4160, -0.4458],
  "orbital_gap_ev": [7.232, 6.415],
  "elements": ["Ta", "S", "Sb", "S", "S", "S", "C", "N", "C", "C", "C", "N", "H", "H", "H", "H", "C", "N", "C", "C", "N", "C", "S", "H", "H", "H", "H", "H", "H", "H", "H"],
  "xyz": [[1.43073, -0.61359, 0.64381], [0.80596, -2.39246, -3.19488], [2.13890, -3.09400, -1.38763], [0.50394, -2.63274, 0.57409], [3.08769, -0.89005, -0.94024], [3.27006, -0.41331, 2.32391], [1.96433, -0.14807, 3.40243], [2.03522, -0.07543, 4.74206], [0.94463, 0.17982, 5.50191], [-0.27065, 0.37190, 4.89482], [-0.31366, 0.28596, 3.50733], [0.78560, 0.03380, 2.78921], [2.93890, -0.21260, 5.19347], [1.10190, 0.22247, 6.57291], [-1.15609, 0.57936, 5.47781], [-1.23651, 0.42650, 2.95813], [0.41648, 1.64027, -3.48296], [-0.72365, 0.91629, -2.92878], [-1.78694, 0.38722, -3.81490], [-2.70374, -0.39671, -2.85412], [-1.99283, -0.24641, -1.56722], [-0.91505, 0.50166, -1.70256], [0.06380, 1.08156, -0.35634], [0.04591, 2.34291, -4.22613], [1.10508, 0.94597, -3.96419], [0.92671, 2.19437, -2.70005], [-1.33688, -0.23716, -4.58606], [-2.29567, 1.21937, -4.29813], [-2.79814, -1.44768, -3.11509], [-3.69588, 0.04267, -2.78169], [-2.34014, -0.57191, -0.68093]],
  "atomic_forces_ev_per_a": [[0.2, -0.5, -0.4], [0.0, 0.1, 0.0], [0.1, -0.3, 0.1], [-0.1, 0.1, 0.2], [0.0, 0.3, 0.0], [0.0, -0.2, 0.1], [0.1, 0.3, -0.1], [0.1, 0.0, 0.0], [0.0, 0.0, 0.0], [0.0, 0.0, 0.0], [0.0, 0.0, 0.0], [-0.1, -0.1, -0.1], [0.0, 0.0, 0.0], [0.0, 0.0, 0.0], [0.0, 0.0, 0.0], [0.0, 0.0, 0.0], [-0.1, 0.1, 0.0], [0.1, -0.2, -0.1], [0.0, 0.0, 0.0], [0.0, 0.0, 0.0], [0.0, -0.1, 0.0], [0.1, 0.1, -0.1], [-0.3, 0.2, 0.3], [0.0, 0.0, 0.0], [0.0, 0.0, 0.0], [0.0, 0.0, 0.0], [0.0, 0.0, 0.0], [0.0, 0.0, 0.0], [0.0, 0.0, 0.0], [0.0, 0.0, 0.0], [-0.1, 0.0, 0.0]]
}

---

# 5
{
  "formula": "C4HNO",
  "method": "ωB97M-V with the def2-TZVPD basis set",
  "e_homo_ev": -10.769,
  "total_charge": 0,
  "e_lumo_ha": -0.0228,
  "orbital_gap_ev": 10.149,
  "elements": ["O", "C", "C", "C", "C", "N", "H"],
  "xyz": [[-2.19917, -0.66170, 1.15554], [-1.64627, -0.03099, 0.28857], [-0.20408, -0.00325, 0.19818], [0.98731, -0.10309, 0.29738], [2.99551, 0.42465, -0.48383], [2.32622, -0.15292, 0.32338], [-2.19644, 0.55106, -0.46960]],
  "atomic_forces_ev_per_a": [[-0.1, 0.2, -0.3], [-0.3, -0.1, 0.2], [0.5, -0.2, 0.3], [-0.9, -0.2, 0.3], [0.8, -0.4, 0.5], [0.0, 0.9, -1.2], [0.0, -0.1, 0.1]]
}

---

# 6
{
  "formula": "C4H12NS2",
  "method": "ωB97M-V with the def2-TZVPD basis set",
  "e_homo_ev": [-18.673, -19.153],
  "spin_multiplicity": 2,
  "total_charge": 2,
  "e_lumo_ha": [-0.2894, -0.4343],
  "orbital_gap_ev": [10.797, 7.334],
  "elements": ["N", "C", "C", "S", "S", "C", "C", "H", "H", "H", "H", "H", "H", "H", "H", "H", "H", "H", "H"],
  "xyz": [[2.18603, -0.95146, -1.27839], [2.40503, 0.57320, -1.35164], [1.59983, 1.22908, -0.21247], [-0.29692, 1.28645, -0.35457], [-0.74965, -0.61391, 0.11802], [-2.02645, -0.47903, 1.45974], [-3.40354, -0.04407, 1.07130], [1.44369, -1.45829, -1.78700], [1.78241, -1.28711, -0.38309], [3.06797, -1.46120, -1.43342], [3.47988, 0.62459, -1.15828], [2.01105, 0.77984, -2.31942], [1.65453, 0.67680, 0.71192], [1.90126, 2.27542, -0.08052], [-1.50882, 0.17860, 2.16272], [-2.15481, -1.45629, 1.94952], [-3.53218, 0.89140, 0.51141], [-3.90457, -0.68209, 0.36427], [-3.95476, -0.08192, 2.00988]],
  "atomic_forces_ev_per_a": [[-0.7, -1.9, 1.2], [-1.3, -1.6, 1.4], [-0.6, -0.1, -0.8], [0.4, -0.3, 0.2], [0.0, 0.2, 0.3], [-0.1, 0.0, 0.2], [-0.7, 0.7, -0.8], [0.4, 0.9, -1.4], [1.2, 0.6, 0.5], [-0.3, 0.0, 0.0], [-0.2, 0.8, -0.5], [0.5, 1.0, -0.8], [0.7, 0.1, 0.4], [-0.2, -0.2, 0.0], [-0.2, 0.1, 0.0], [0.8, -0.1, -0.5], [0.5, 0.4, 0.9], [0.0, -1.1, 0.0], [-0.3, 0.4, -0.1]]
}

---

# 7
{
  "formula": "C8H16Cl2N2OYb",
  "method": "ωB97M-V with the def2-TZVPD basis set",
  "e_homo_ev": [0.288, -2.875],
  "spin_multiplicity": 2,
  "total_charge": -1,
  "e_lumo_ha": [0.0998, 0.0942],
  "orbital_gap_ev": [2.429, 5.439],
  "elements": ["Yb", "Cl", "Cl", "C", "H", "H", "C", "C", "H", "C", "H", "C", "H", "H", "C", "H", "H", "C", "H", "H", "H", "H", "N", "C", "N", "O", "H", "H", "H", "H"],
  "xyz": [[2.03000, 0.07062, 0.19666], [1.83147, -2.36544, 0.12140], [4.11998, 0.69418, 2.99098], [4.06545, 0.04636, 1.40046], [4.70634, 0.69557, 0.77514], [4.38587, -1.01176, 1.43002], [-0.92203, 1.27264, -1.03995], [0.09280, 0.64851, -1.57899], [-0.77238, 2.13367, -0.37121], [-0.04938, -0.63099, -2.38047], [1.08016, 1.13726, -1.62506], [-1.38646, -0.64256, -3.12998], [0.78059, -0.76365, -3.09462], [0.03947, -1.50546, -1.71252], [-2.60617, -0.25981, -2.29061], [-1.31335, 0.05663, -3.96919], [-1.55281, -1.60811, -3.60565], [-2.36096, 0.94915, -1.36475], [-3.43413, -0.00178, -2.96767], [-2.92865, -1.13307, -1.69980], [-2.77871, 1.83587, -1.86177], [-2.96579, 0.82900, -0.45468], [1.02226, 0.07336, 3.84240], [0.11672, 0.04985, 2.83994], [-1.17729, -0.18910, 3.11542], [0.48073, 0.30244, 1.64944], [0.75676, -0.20040, 4.77761], [1.98038, 0.39051, 3.65509], [-1.81542, -0.27799, 2.33280], [-1.42541, -0.59552, 4.01954]],
  "atomic_forces_ev_per_a": [[0.6, 0.9, -1.2], [-0.2, -1.6, -0.1], [0.2, 0.8, 2.3], [0.4, -0.6, -1.8], [0.2, -0.6, 0.3], [0.3, 0.6, -0.1], [-1.3, 0.6, 0.5], [0.7, -1.0, -1.2], [0.1, -0.1, -0.5], [-0.3, -0.1, 0.0], [0.2, 0.2, 0.3], [0.1, 0.2, -0.4], [-0.2, 0.3, 0.2], [-0.2, 0.3, -0.1], [0.1, -0.2, 0.3], [0.1, 0.2, 0.1], [0.0, -0.2, 0.1], [-0.2, -0.1, 0.2], [0.1, -0.2, 0.2], [0.1, 0.3, -0.1], [0.1, 0.1, 0.1], [0.2, 0.1, -0.1], [-0.6, -0.1, 0.1], [1.7, 0.7, -1.8], [-0.6, -0.5, 0.8], [-1.8, 0.0, 2.9], [0.2, 0.2, -0.2], [-0.2, -0.3, -0.1], [0.3, -0.1, 0.3], [0.0, 0.3, -0.7]]
}

---

# 8
{
  "formula": "C3H3N3",
  "method": "ωB97M-V with the def2-TZVPD basis set",
  "smiles": "N#CC(N)C#N",
  "e_homo_ev": -10.672,
  "total_charge": 0,
  "e_lumo_ha": 0.0136,
  "orbital_gap_ev": 11.043,
  "elements": ["N", "C", "C", "N", "C", "N", "H", "H", "H"],
  "xyz": [[-0.87710, 1.09709, -2.20777], [-0.67472, 0.51099, -1.23269], [-0.33657, -0.09775, 0.08433], [0.54288, 0.73734, 0.82312], [0.20885, -1.46711, -0.11358], [0.65146, -2.52650, -0.24552], [-1.27292, -0.21833, 0.64337], [0.21618, 1.24007, 1.62512], [1.50416, 0.82211, 0.54617]],
  "atomic_forces_ev_per_a": [[0.1, -0.7, 0.9], [-0.2, 0.5, -0.9], [-0.1, 0.0, 0.0], [0.2, -0.1, 0.3], [0.4, -0.9, -0.2], [-0.5, 1.1, 0.1], [0.1, 0.1, -0.1], [0.0, -0.1, -0.1], [-0.1, 0.0, 0.0]]
}